P | ORCA calculation (the ωB97M-V functional and the def2-TZVPD basis) on C6H10N2O2 as an isolated structure.

Each line ends with the Mulliken charge.
Element x y z (Å)
O1 0.04960 -0.52176 -2.08057  -0.57
O2 0.38321 -0.44724 2.21534  -0.57
N1 1.32460 -0.25708 0.00018  0.02
N2 -0.41404 -1.29632 0.11748  0.02
C1 0.37392 -0.55639 1.02386  0.36
C2 -2.69562 -0.44839 -0.16363  -1.02
C3 0.23552 -0.69173 -0.90304  0.37
C4 1.85923 2.08256 0.08044  -1.01
C5 2.41612 0.66401 -0.03370  -0.32
C6 -1.80629 -1.64129 -0.04395  -0.56
H1 2.55920 2.82098 0.25147  0.42
H2 2.83268 0.40326 -0.97551  0.34
H3 1.43600 2.32886 -0.93892  0.24
H4 3.05739 0.43617 0.83560  0.27
H5 -2.77420 0.04760 0.77184  0.34
H6 -3.75645 -0.69798 -0.39602  0.33
H7 -1.99775 -2.16933 0.88756  0.38
H8 1.09843 2.02965 0.91637  0.26
H9 -2.29778 0.35225 -0.85583  0.29
H10 -1.88377 -2.43783 -0.70897  0.42

Calculated values
2S+1: 1
E_HOMO, eV: -9.77



Q | ORCA calculation (the ωB97M-V functional and the def2-TZVPD basis) on a 2-piece molecular cluster, C6H10N2O2 overall.

Each line ends with the Mulliken charge.
Element x y z (Å)
O1 3.37807 0.81711 -2.12142  -0.67
O2 0.19370 -0.12096 -2.00228  -0.51
N1 -0.58026 0.16124 3.84148  -0.43
N2 0.57829 0.93350 0.59761  -0.61
C1 -1.74969 0.32396 0.17199  -1.26
C2 -0.32979 -1.13991 1.57724  -0.65
C3 -0.54197 -0.49022 2.87474  0.13
C4 -2.87097 0.72763 -0.03737  0.18
C5 0.06915 -0.94660 -0.87130  -0.94
C6 -0.36252 -0.15504 0.38437  1.28
H1 3.31546 1.82769 -2.16081  0.32
H2 -0.67332 0.20264 -2.27020  0.32
H3 -1.07734 -1.93661 1.45472  0.37
H4 0.65324 -1.63277 1.60355  0.36
H5 -3.87350 1.07929 -0.20572  0.46
H6 2.48300 0.43809 -2.16999  0.33
H7 0.67703 1.48826 -0.24876  0.28
H8 -0.61949 -1.78556 -1.05121  0.37
H9 1.06778 -1.36460 -0.68903  0.38
H10 0.26313 1.57285 1.32242  0.30

Calculated values
2S+1: 1
SMILES string: C#C[C@](N)(CO)CC#N.O
E_HOMO, eV: -10.10



The most stable arrangement is P, and the next structure is 1.780 eV less stable.